[1]
C43H48FeN2O3P2 | ωB97M-V with the def2-TZVPD basis set

Summary:
multiplicity: 5
HOMO-LUMO gap (alpha / beta): 0.19194 / 0.26193 Eh
net charge: 0
energy above the lowest of the compared OMol25 structures with the same formula, charge and spin: 393.7 kJ/mol
HOMO energy (alpha / beta): -4.9 / -7.5 eV
expectation value of S²: 6.0743
LUMO energy (alpha / beta): 0.012 / -0.013 hartree

Each line ends with the Löwdin charge.
Atoms and positions in Å:
1 Fe -0.9035 -0.9486 -2.5365  0.364
2 C -1.9004 0.1264 -3.7277  -0.258
3 C -2.1501 -1.2836 -3.8669  -0.255
4 C -1.3425 -2.1827 -4.7675  -0.184
5 C 0.1911 -1.8997 -4.6622  -0.185
6 C 0.6653 -1.3570 -3.3461  -0.274
7 C 0.6135 0.0736 -2.9812  -0.276
8 C 0.3686 1.1472 -4.0133  -0.174
9 C -1.0213 0.9548 -4.6415  -0.162
10 C 2.8217 1.1209 2.1494  -0.158
11 H -2.7061 0.7300 -3.3220  0.077
12 H -3.1249 -1.6997 -3.5935  0.125
13 H -1.6732 -2.1046 -5.8267  0.117
14 H -1.5525 -3.2348 -4.4763  0.114
15 H 0.6838 -2.8803 -4.7883  0.114
16 H 0.4751 -1.2586 -5.5135  0.109
17 H 1.3935 -2.0037 -2.8401  0.119
18 H 1.3595 0.3813 -2.2406  0.075
19 H 1.1444 1.1703 -4.7974  0.119
20 H 0.3905 2.1098 -3.4885  0.109
21 H -1.4919 1.9394 -4.7714  0.114
22 H -0.9319 0.5125 -5.6414  0.109
23 H 1.7756 1.2388 2.4757  0.049
24 H 3.3838 2.0475 2.3345  0.059
25 H 3.2830 0.2933 2.7126  0.072
26 P -1.2674 0.5509 -0.9232  1.131
27 P 2.8413 0.7191 0.4092  0.967
28 C 0.1019 0.9959 0.1005  -0.357
29 C 1.2086 0.2033 0.0072  -0.368
30 C -1.9316 -1.3055 -0.7380  -0.273
31 C -1.4187 -2.5986 -1.0401  -0.090
32 C -1.9853 -3.7348 -0.4365  -0.051
33 C -3.0251 -3.6026 0.4812  -0.061
34 C -3.5694 -2.3414 0.7411  -0.056
35 C -3.0503 -1.2189 0.1195  -0.111
36 C -2.6002 1.7625 -0.8205  -0.318
37 C -2.4541 3.0772 -0.3295  -0.061
38 C -3.5771 3.9023 -0.1703  -0.075
39 C -4.8504 3.4691 -0.5613  -0.081
40 C -4.9790 2.2186 -1.1708  -0.073
41 C -3.8707 1.3851 -1.3091  -0.126
42 C 4.0835 -0.5532 0.1793  -0.295
43 C 3.6892 -1.8915 0.3033  -0.062
44 C 4.6167 -2.9217 0.1310  -0.060
45 C 5.9561 -2.6301 -0.1454  -0.075
46 C 6.3669 -1.2917 -0.1890  -0.080
47 C 5.4496 -0.2565 0.0082  -0.096
48 C 3.3237 2.1540 -0.5503  -0.302
49 C 2.7563 3.4005 -0.2364  -0.081
50 C 2.9342 4.4876 -1.0965  -0.078
51 C 3.7222 4.3664 -2.2470  -0.080
52 C 4.3658 3.1525 -2.5016  -0.076
53 C 4.1699 2.0532 -1.6644  -0.087
54 H 0.0339 1.8077 0.8343  0.068
55 H 1.1499 -0.8488 -0.2754  0.063
56 H -0.5652 -2.7448 -1.7384  0.110
57 H -1.5756 -4.7280 -0.6325  0.114
58 H -3.4211 -4.4624 1.0266  0.112
59 H -4.4073 -2.2171 1.4329  0.115
60 H -3.4786 -0.2358 0.3318  0.089
61 H -1.4614 3.4412 -0.0741  0.100
62 H -3.4770 4.8972 0.2711  0.105
63 H -5.7339 4.0930 -0.3999  0.106
64 H -5.9524 1.8674 -1.5147  0.108
65 H -4.0006 0.3987 -1.7563  0.102
66 H 2.6507 -2.1337 0.5454  0.067
67 H 4.2852 -3.9598 0.2112  0.113
68 H 6.6764 -3.4378 -0.3030  0.106
69 H 7.4124 -1.0519 -0.3779  0.104
70 H 5.7847 0.7823 0.0015  0.107
71 H 2.1421 3.5070 0.6604  0.105
72 H 2.4545 5.4397 -0.8680  0.105
73 H 3.8691 5.2199 -2.9114  0.106
74 H 5.0288 3.0606 -3.3597  0.106
75 H 4.6763 1.1154 -1.8854  0.098
76 C -3.0159 -0.4626 5.8934  -0.090
77 C -2.7507 -0.3304 4.4135  -0.190
78 C -1.3588 -0.8209 3.9931  -0.293
79 C -0.1728 -0.1740 4.7835  -0.160
80 C -0.2762 1.3370 4.8732  -0.090
81 C -1.2747 -2.3416 4.0063  -0.369
82 O -2.0819 -3.0886 4.5437  0.082
83 N -0.1555 -2.8337 3.3407  0.184
84 C 0.2280 -2.3062 2.1077  -0.527
85 O 1.0335 -2.9469 1.4127  -0.007
86 N -0.3650 -1.1523 1.7417  0.155
87 C -1.1438 -0.4221 2.5305  -0.448
88 O -1.7116 0.6296 2.1227  -0.037
89 H -2.9548 -1.5180 6.1773  0.072
90 H -4.0213 -0.0949 6.1105  0.075
91 H -2.2947 0.1173 6.4796  0.063
92 H -3.4861 -0.9079 3.8338  0.121
93 H -2.8550 0.7135 4.0886  0.112
94 H -0.1192 -0.6384 5.7776  0.122
95 H 0.7536 -0.4556 4.2555  0.107
96 H -0.9234 1.6476 5.7004  0.071
97 H 0.7171 1.7645 5.0383  0.071
98 H -0.6794 1.7494 3.9404  0.072
99 H 0.0598 -3.8184 3.4367  0.152

[2]
C43H49Br6F5N4O7S2SiSn | ωB97M-V with the def2-TZVPD basis set

Summary:
HOMO-LUMO gap: 0.18045 Eh
net charge: -2
energy above the lowest of the compared OMol25 structures with the same formula, charge and spin: 0.0 kJ/mol
HOMO energy: -1.8 eV
LUMO energy: 0.113 hartree

Each line ends with the Löwdin charge.
Atoms and positions in Å:
1 Sn 0.8723 -1.2343 0.2182  1.230
2 Br -0.6383 6.5936 5.3386  0.558
3 C 0.7011 6.2081 4.0300  -0.997
4 Br 0.5792 4.3384 3.2176  0.551
5 H 1.6932 6.2043 4.5087  0.000
6 H 0.5356 6.8450 3.1916  -0.028
7 Br 7.3000 -0.4624 2.8815  0.634
8 C 5.6040 -1.1140 2.3457  -0.772
9 C 5.1821 -2.4202 2.8304  -0.738
10 Br 6.0121 -3.2538 4.3480  0.608
11 C 4.1919 -3.1498 2.1786  -0.661
12 Br 3.8750 -5.0003 2.3190  0.738
13 C 3.3177 -2.3230 1.3455  -0.420
14 O 2.3386 -2.7395 0.6381  -0.243
15 C 3.5152 -0.9104 1.2388  -0.419
16 O 2.5284 -0.1268 0.9165  -0.300
17 C 4.7807 -0.3257 1.6216  -0.666
18 Br 5.1276 1.4542 1.0828  0.724
19 F -1.2191 0.0824 -7.0314  0.079
20 C -0.8970 -0.6753 -5.9816  -0.178
21 C -0.9921 -0.0725 -4.6844  -0.124
22 F -1.0875 1.2810 -4.5861  0.051
23 C -0.7740 -0.8972 -3.5771  -0.306
24 F -0.7365 -0.3723 -2.3770  -0.014
25 C -0.4607 -2.2743 -3.6819  -0.608
26 S 0.0267 -3.1032 -2.2529  0.525
27 C -0.4217 -2.8518 -4.9737  -0.240
28 F -0.1287 -4.1801 -5.1124  0.036
29 C -0.6312 -2.0390 -6.0683  -0.122
30 F -0.5199 -2.5321 -7.3802  0.022
31 N -2.1433 2.8909 -0.3057  0.157
32 C -2.2322 3.2643 1.0469  -0.164
33 N -3.4118 3.1513 1.5859  0.105
34 C -4.2360 2.7715 0.5385  -0.251
35 C -5.6619 2.5580 0.6703  0.004
36 C -6.2208 1.9809 -0.5199  -0.091
37 C -5.4579 1.8911 -1.7196  -0.100
38 C -4.0982 2.0735 -1.7343  -0.040
39 C -3.4940 2.5792 -0.6342  -0.199
40 H -1.4112 3.2075 -0.8543  0.012
41 H -1.3233 3.4166 1.5545  0.018
42 H -6.2488 2.9110 1.5349  0.101
43 H -7.2670 1.7522 -0.4503  0.074
44 H -5.9486 1.4889 -2.5188  0.062
45 H -3.5168 1.7885 -2.6036  0.116
46 C 4.6995 5.3843 -0.5027  -0.087
47 C 5.1198 5.0738 -1.9970  -0.227
48 C 4.5952 3.7374 -2.5239  -0.187
49 N 3.2040 3.9056 -3.0118  -0.020
50 C 2.2619 3.0013 -2.7384  -0.859
51 S 0.7617 3.6738 -2.2576  0.591
52 N 2.5688 1.6684 -2.6962  0.139
53 C 3.2145 0.8829 -3.7841  -0.324
54 O 3.8408 -0.1027 -3.4343  0.125
55 C 3.1001 1.4114 -5.1549  -0.130
56 C 4.1332 1.0139 -6.0199  0.001
57 C 4.3889 1.7273 -7.2184  -0.077
58 C 3.4464 2.6380 -7.6438  -0.081
59 C 2.4034 2.9556 -6.7689  -0.087
60 C 2.0842 2.2630 -5.6398  -0.013
61 H 5.1251 6.2944 -0.1279  0.050
62 H 4.9150 4.5149 0.1333  0.046
63 H 3.5940 5.4763 -0.5181  0.073
64 H 6.1847 5.2089 -2.1411  0.087
65 H 4.5364 5.8636 -2.6541  0.128
66 H 4.5417 2.9486 -1.7272  0.105
67 H 5.2569 3.3651 -3.3715  0.129
68 H 2.8244 4.8214 -3.0209  0.065
69 H 1.9310 1.0843 -2.1838  0.113
70 H 4.7528 0.1641 -5.8641  0.109
71 H 5.2782 1.4029 -7.7195  0.091
72 H 3.5603 3.1870 -8.6204  0.117
73 H 1.7145 3.6987 -7.0167  0.087
74 H 1.1858 2.5116 -5.1192  0.093
75 C -3.0901 -4.0017 -0.0451  -0.021
76 C -3.4710 -2.6201 0.4859  -0.570
77 C -4.4718 -2.5510 1.6526  -0.022
78 C -3.8962 -1.5752 -0.5261  -0.037
79 O -2.2126 -2.0142 1.0207  -0.164
80 Si -1.3492 -2.1113 2.4218  -0.026
81 O 0.2312 -1.7108 2.1095  -0.414
82 O -2.0166 -1.0211 3.3966  -0.095
83 C -2.2074 -0.6324 4.7558  -0.585
84 C -2.6437 -1.8586 5.6535  0.000
85 C -3.2665 0.4389 4.6848  -0.046
86 C -0.8894 0.0111 5.2772  -0.021
87 O -1.5298 -3.5611 3.0753  -0.094
88 C -0.7260 -4.6787 3.3102  -0.661
89 C 0.6424 -4.2637 4.0094  -0.014
90 C -0.4313 -5.3839 2.0747  -0.042
91 C -1.5612 -5.5312 4.2869  -0.034
92 H -3.9046 -4.5880 -0.5569  0.098
93 H -2.9305 -4.6286 0.8153  0.046
94 H -2.2540 -3.9362 -0.6937  0.024
95 H -5.4414 -2.7125 1.1998  0.075
96 H -4.3272 -1.6044 2.0982  0.065
97 H -4.2660 -3.4181 2.3180  0.093
98 H -4.8737 -1.8925 -0.9473  0.085
99 H -3.1988 -1.3875 -1.4394  0.117
100 H -4.0099 -0.6706 0.0444  0.067
101 H -3.7639 -2.0336 5.5325  0.100
102 H -2.4313 -1.6340 6.7050  0.076
103 H -2.1040 -2.6914 5.3002  0.029
104 H -4.2611 0.0022 4.6259  0.068
105 H -3.2359 1.0129 3.7360  0.090
106 H -3.3144 1.0957 5.5332  0.070
107 H -0.0766 -0.7066 5.3416  0.080
108 H -1.0932 0.4372 6.2201  0.053
109 H -0.4615 0.7606 4.5765  0.097
110 H 1.2184 -3.5824 3.3072  0.081
111 H 1.1387 -5.1947 4.0759  0.040
112 H 0.5143 -3.7624 4.9496  0.072
113 H 0.1548 -4.8368 1.3704  0.089
114 H -1.3344 -5.7342 1.4966  0.095
115 H 0.0513 -6.3454 2.3518  0.098
116 H -1.7075 -4.9744 5.2058  0.060
117 H -0.8900 -6.4491 4.5019  0.103
118 H -2.5347 -5.9109 3.8960  0.088

Number 1: electronic energy -3948.758581 Eh. Number 2: electronic energy -19657.457384 Eh.